A:
This record from the OMol25 dataset describes 2 unconnected molecules or ions with the total composition C4H10O3. The level of theory is ωB97M-V with the def2-TZVPD basis set.

As for the SMILES: CCCC(=O)O.O. For the LUMO energy, the calculation gives 0.646 eV. Its charge is 0. As for the gap between HOMO and LUMO: 11.0372 eV. Its highest occupied orbital energy is -10.39 eV.

Element x y z (Å)
C (-2.56020, 0.35228, -0.53200)
C (-1.22982, -0.18430, -1.05418)
C (-0.12993, -0.25028, -0.00764)
C (1.16305, -0.86255, -0.37611)
O (1.73385, -1.79173, 0.15999)
O (1.93566, -0.02210, -1.13971)
H (-2.43042, 0.89577, 0.40697)
H (-3.26957, -0.45356, -0.29632)
H (-3.06801, 0.98878, -1.25564)
H (-0.87491, 0.44661, -1.86414)
H (-1.36964, -1.18826, -1.50015)
H (0.04413, 0.80345, 0.25797)
H (-0.47788, -0.68137, 0.93616)
H (2.70702, -0.51914, -1.40081)
O (-0.47286, 2.01415, 2.37133)
H (-0.91252, 1.25660, 2.77124)
H (0.37157, 2.15026, 2.78267)

***

B:
This record from the OMol25 dataset describes 2 unconnected molecules or ions with the total composition C4H10O3. The level of theory is ωB97M-V with the def2-TZVPD basis set.

As for the SMILES: CCC(=O)OC.O. For the LUMO energy, the calculation gives 0.772 eV. Its charge is 0. As for the gap between HOMO and LUMO: 11.0590 eV. Its highest occupied orbital energy is -10.29 eV.

Element x y z (Å)
C (-0.32782, -0.70754, 0.90204)
C (-0.15184, -0.95685, -0.61555)
C (0.44630, 0.27590, -1.29992)
O (1.67997, 0.52467, -1.25088)
O (-0.53728, 1.05770, -1.89499)
C (-0.13898, 2.20868, -2.60093)
H (0.63691, -0.89004, 1.40464)
H (-1.09205, -1.35707, 1.36103)
H (-0.61612, 0.34451, 1.06536)
H (0.42970, -1.89353, -0.71508)
H (-1.16031, -1.14079, -1.03341)
H (0.47841, 1.85830, -3.44513)
H (0.45947, 2.90897, -1.99425)
H (-1.01170, 2.74953, -3.00399)
O (0.53589, -1.78508, 4.07256)
H (0.62301, -1.99709, 5.02949)
H (-0.25364, -1.20025, 4.01896)

***

Relative stability in hartree, measured from the most stable structure: A 0.0000; B 0.0176